# 1
Formula: C4H10N2O
Source: the OMol25 dataset
Level of theory: ωB97M-V/def2-TZVPD

Each line ends with the natural charge from an NBO analysis.
CARTESIAN COORDINATES (ANGSTROEM)
C1 -0.44723 1.83144 -0.03275  0.052
N1 -0.28816 0.66108 0.46991  -0.496
C2 -1.22860 -0.36758 0.33550  0.159
C3 -2.54497 -0.16007 0.30552  -0.429
C4 -0.60361 -1.73086 0.28707  -0.647
H1 -1.17550 2.02533 -0.81756  0.171
H2 0.27689 2.59462 0.20397  0.195
H3 -3.22901 -0.96029 0.07632  0.207
H4 -2.97658 0.82695 0.36728  0.198
H5 0.10128 -1.78733 -0.54395  0.231
H6 -0.04444 -1.91096 1.20662  0.226
H7 -1.35968 -2.50223 0.16715  0.221
N2 3.28679 0.34852 -0.72757  -0.518
O1 1.91994 0.61691 -0.72922  -0.675
H8 3.74779 0.81622 0.05087  0.320
H9 3.45711 -0.65558 -0.71377  0.321
H10 1.10799 0.35383 0.09458  0.465

Forces on the atoms, in the same order (eV/Å):
C 0.13 -1.22 -0.30
N -0.17 1.24 0.50
C -0.40 -0.41 -0.50
C 0.14 0.22 -0.46
C 0.00 0.11 -0.13
H -0.43 0.14 0.31
H 0.17 0.07 -0.04
H -0.01 -0.24 0.31
H 0.06 0.16 0.14
H 0.03 -0.04 -0.01
H -0.01 -0.03 0.01
H 0.00 -0.02 0.03
N 0.23 -0.20 0.16
O -2.56 -0.18 1.17
H -0.22 -0.33 0.06
H -0.08 0.21 0.26
H 3.12 0.51 -1.51

Values from the calculation:
- Kohn-Sham gap (eV) = 8.2
- energy relative to the best compared isomer or geometry (same formula, charge and spin) (kJ/mol) = 501.4
- SMILES string = C=NC(=C)C.NO
- total energy (eV) = -9333.7911

# 2
Formula: C56H100O28
Source: the OMol25 dataset
Level of theory: ωB97M-V/def2-TZVPD

Each line ends with the Mulliken charge.
CARTESIAN COORDINATES (ANGSTROEM)
O1 17.30729 16.92090 18.05484  -0.201
C1 18.43711 17.21414 18.39863  -0.562
O2 18.88218 18.49293 18.21528  0.730
C2 20.23847 18.60370 18.74082  -0.664
C3 20.56605 17.28147 19.43569  -0.882
C4 19.55474 16.32104 18.84602  -0.322
H1 20.26833 19.32911 19.54697  0.425
H2 20.88019 18.95393 17.94898  0.350
H3 20.48618 17.42569 20.53166  0.124
H4 21.59428 17.00657 19.21920  0.441
H5 19.16236 15.51982 19.48348  0.476
H6 19.87579 15.88649 17.89848  0.295
O3 17.31175 18.75425 11.24106  -0.691
C5 16.38346 19.40339 11.73813  0.421
O4 16.44737 19.84238 13.00291  0.173
C6 15.37592 20.80039 13.24782  -0.602
C7 14.24563 20.21915 12.38774  1.176
C8 15.03316 19.74102 11.13395  -0.495
H7 15.75060 21.72608 12.84790  0.458
H8 15.16932 20.90031 14.27448  -0.054
H9 13.40186 20.92903 12.23859  0.567
H10 13.78386 19.30222 12.79546  -1.013
H11 15.25604 20.53099 10.40985  0.386
H12 14.57847 18.95919 10.55484  -0.397
O5 12.49962 18.50386 20.23222  -0.683
C9 13.06663 17.43501 20.01611  0.192
O6 14.18152 17.05183 20.76133  -0.398
C10 14.81903 15.92136 20.15723  0.188
C11 13.75740 15.23736 19.28877  0.094
C12 12.80626 16.36546 18.94217  0.469
H13 15.17024 15.32893 20.97418  0.583
H14 15.63330 16.25943 19.47238  -0.480
H15 13.16423 14.58765 19.92106  0.367
H16 14.16867 14.65286 18.46174  -0.245
H17 11.76190 16.06648 18.82819  0.642
H18 13.06701 16.88440 18.02277  -0.602
O7 8.71379 17.00805 14.53669  -0.695
C13 8.91710 15.88839 14.12967  0.490
O8 8.85674 15.58996 12.82107  -0.345
C14 9.04286 14.22378 12.57021  -0.657
C15 9.63135 13.58949 13.85265  0.884
C16 9.11089 14.59603 14.88701  -0.092
H19 9.59604 14.15740 11.62696  0.315
H20 8.07386 13.74499 12.33389  0.279
H21 10.73447 13.61130 13.88384  -0.898
H22 9.32838 12.55327 14.02526  0.592
H23 9.78506 14.70882 15.74970  -0.154
H24 8.07415 14.39323 15.13448  0.447
O9 14.90334 12.37250 16.85926  -0.559
C17 15.82894 12.80646 16.22079  0.002
O10 15.95314 12.50348 14.91150  -0.399
C18 16.97680 13.34638 14.38184  0.312
C19 17.96776 13.70080 15.53263  -0.298
C20 16.97130 13.64813 16.67790  0.640
H25 16.48157 14.29765 14.06252  -0.302
H26 17.38675 12.81309 13.53150  0.387
H27 18.42833 14.67657 15.33377  -0.203
H28 18.78825 13.00315 15.61658  0.352
H29 16.63370 14.68917 16.88772  -0.571
H30 17.48635 13.41834 17.59123  0.686
O11 11.93716 17.82197 15.59111  -0.468
C21 11.40486 18.91671 15.49353  -0.054
O12 11.98160 19.89975 14.80079  0.232
C22 11.14680 21.07847 14.83446  -0.640
C23 9.95274 20.81853 15.80203  -0.861
C24 10.08155 19.36692 16.10008  -0.233
H31 10.72196 21.11635 13.84679  0.368
H32 11.68961 21.99690 15.05892  0.375
H33 8.99630 21.10965 15.37005  0.348
H34 10.13323 21.41514 16.68183  0.289
H35 9.36534 18.71674 15.60343  0.077
H36 9.95748 19.14397 17.20009  0.452
O13 11.49359 16.13069 10.30209  -0.581
C25 12.52052 16.73105 10.41992  0.694
O14 12.85263 17.44239 11.47691  0.643
C26 11.94138 17.49671 12.55473  1.843
C27 10.96807 18.61546 12.28258  -1.209
C28 13.56539 16.88654 9.26122  -0.963
H37 12.48882 17.70948 13.47198  -1.660
H38 11.52929 16.50362 12.74376  0.052
H39 11.45468 19.58202 12.22039  -0.232
H40 10.22036 18.73106 13.07117  0.210
H41 10.43277 18.33088 11.39773  0.819
H42 13.35515 17.82699 8.75870  0.392
H43 13.34916 16.10594 8.53220  0.308
H44 14.57771 16.82502 9.62458  -0.173
O15 10.81833 13.03011 17.33445  -0.217
C29 10.46990 12.53433 18.36632  0.630
O16 11.05679 11.47222 18.95529  -0.396
C30 12.16699 10.93260 18.16482  0.371
C31 11.64431 10.01742 17.07712  -1.116
C32 9.31580 13.10751 19.16876  -1.329
H45 12.78567 10.36453 18.82428  0.405
H46 12.67282 11.81985 17.74337  -0.166
H47 10.99922 10.55224 16.41970  0.182
H48 11.07164 9.23470 17.61104  0.326
H49 12.47471 9.49770 16.52198  0.354
H50 9.74047 13.53904 20.10062  0.309
H51 8.62918 12.35329 19.45280  0.430
H52 8.82970 13.91199 18.58716  0.242
O17 12.44343 8.53915 12.05494  -0.541
C33 13.24413 9.06511 11.35076  0.704
O18 13.25259 10.34924 10.94832  -0.289
C34 12.36381 11.21020 11.64383  -0.452
C35 12.63770 12.61838 11.15457  -0.342
C36 14.44269 8.34032 10.83888  -1.061
H53 12.47213 11.14600 12.72252  0.253
H54 11.35516 10.88815 11.41587  0.353
H55 12.33448 12.79539 10.14179  0.489
H56 13.70860 12.83127 11.22024  0.070
H57 12.05352 13.32912 11.73426  -0.172
H58 14.62452 8.64937 9.81986  0.342
H59 14.28840 7.27123 10.85338  0.322
H60 15.35831 8.62380 11.35759  0.240
O19 14.03744 15.47065 13.77561  -0.451
C37 13.74546 15.52549 14.92840  -0.130
O20 14.31057 16.28851 15.81956  0.858
C38 15.26446 17.31402 15.46503  1.277
C39 15.00113 18.50583 16.36102  1.141
C40 12.73675 14.62909 15.71539  0.546
H61 15.11193 17.52522 14.40897  -0.236
H62 16.27024 16.87347 15.62663  -0.767
H63 13.98884 18.90857 16.12396  -0.145
H64 15.80000 19.23773 16.22133  -1.050
H65 15.07456 18.19775 17.40320  -0.829
H66 12.19060 13.94395 15.09132  -0.003
H67 12.10941 15.24955 16.35954  -0.138
H68 13.34057 14.02220 16.42038  -0.733
O21 21.27980 16.55212 15.93289  -0.513
C41 21.52510 17.49419 15.23594  0.841
O22 20.65599 18.42891 14.77406  -0.461
C42 19.20800 18.08246 14.85637  1.358
C43 18.76730 17.43936 13.51299  -0.578
C44 22.91217 17.79735 14.79943  -1.409
H69 18.65359 18.97372 15.07606  -0.180
H70 19.08085 17.41784 15.69569  -0.579
H71 19.04224 18.08261 12.69866  0.571
H72 17.68466 17.28726 13.39728  -0.811
H73 19.20912 16.44893 13.43832  0.493
H74 23.08736 17.58383 13.72763  0.335
H75 23.61556 17.12842 15.30333  0.375
H76 23.20996 18.83301 14.87131  0.326
O23 18.98478 14.49896 11.99036  -0.509
C45 18.91231 14.73854 10.81186  0.809
O24 18.00702 15.41499 10.12403  -0.451
C46 16.79756 15.85150 10.77655  1.300
C47 15.83729 14.67794 10.82004  -1.192
C48 19.90242 14.12181 9.83403  -1.342
H77 16.48058 16.68455 10.12690  0.327
H78 17.03606 16.18512 11.79245  -0.754
H79 15.56367 14.30467 9.82419  0.484
H80 14.90177 14.93342 11.33719  -0.104
H81 16.22945 13.78607 11.27012  0.543
H82 19.47694 13.16919 9.50546  0.305
H83 20.89866 14.08683 10.26952  0.348
H84 19.97052 14.75217 8.93569  0.379
O25 17.34554 20.25893 22.21809  -0.647
C49 17.22340 19.47703 21.30438  0.239
O26 17.67123 18.21731 21.31700  0.121
C50 18.25050 17.76400 22.52508  -0.381
C51 17.20365 17.41911 23.56376  -1.247
C52 16.65267 19.75458 19.96266  0.589
H85 18.98501 18.46028 22.90231  0.417
H86 18.75788 16.82559 22.29048  0.340
H87 17.53665 16.73805 24.35155  0.360
H88 16.33072 17.04384 23.06442  0.190
H89 16.82179 18.34365 23.99887  0.365
H90 16.08022 18.93019 19.65111  -0.552
H91 17.42797 19.91837 19.23416  -0.333
H92 16.01555 20.67363 20.06696  0.475
O27 18.55328 21.44278 17.52937  -0.551
C53 17.85102 21.79601 16.61646  0.845
O28 18.31412 21.92665 15.29157  -0.283
C54 19.70891 21.71353 15.11724  0.539
C55 20.42892 22.99518 15.22719  -1.570
C56 16.42351 22.07438 16.68301  -0.601
H93 19.84558 21.33983 14.10280  0.341
H94 20.12549 20.94943 15.79392  -0.172
H95 21.49447 22.93454 14.98086  0.430
H96 20.40849 23.43788 16.21621  0.335
H97 20.02775 23.76974 14.57350  0.321
H98 16.20033 22.55809 17.63426  0.502
H99 15.93633 21.09302 16.83280  -0.158
H100 16.00637 22.62955 15.86567  0.382

Forces on the atoms, in the same order (eV/Å):
O 1.01 0.03 0.47
C -1.18 0.77 -1.15
O 0.63 -0.94 0.71
C -0.67 0.35 0.82
C 0.57 -0.09 -0.04
C -0.67 -0.19 0.28
H -0.38 0.67 -0.31
H 0.25 -0.28 -0.37
H -0.20 -0.33 -0.63
H 0.07 -0.20 0.03
H 0.23 0.26 -0.06
H 0.39 -0.16 0.03
O -2.18 1.79 0.79
C 1.53 -2.25 -0.95
O 0.30 0.42 0.54
C -0.13 -1.34 -1.94
C -0.51 -0.05 -0.58
C 0.28 1.34 0.47
H -0.12 0.69 -0.09
H -0.07 -0.23 1.28
H 0.73 -0.32 -0.22
H 0.44 0.57 0.36
H -0.19 0.30 0.09
H 0.00 -0.53 0.17
O 1.16 -2.55 -0.57
C -0.33 1.35 0.99
O -1.17 0.77 -0.86
C 0.08 0.38 -1.45
C -0.43 -0.13 0.71
C 0.30 1.00 -0.18
H 0.47 -0.52 0.27
H -0.28 -0.10 0.86
H 0.10 -0.61 0.15
H -0.08 0.27 0.08
H 0.10 0.20 0.32
H 0.09 -0.07 -0.39
O 0.26 -0.71 -0.19
C -0.10 0.23 -0.05
O -0.10 1.20 -0.01
C -0.20 -1.66 -0.78
C 0.40 0.75 -0.16
C 0.61 0.15 0.16
H 0.40 -0.11 0.45
H 0.10 0.35 0.30
H -0.49 0.02 -0.33
H -0.14 0.27 -0.09
H -0.69 -0.06 -0.14
H -0.14 -0.45 0.70
O 0.28 0.29 0.18
C -0.64 -1.32 0.35
O 0.17 0.46 0.78
C 0.52 1.10 -0.74
C -0.89 -0.10 -1.37
C 0.94 2.21 0.28
H 0.39 -0.72 -0.11
H 0.22 0.24 -0.08
H -0.29 -0.12 0.20
H 0.02 -0.47 0.10
H -0.29 -0.55 -0.25
H -0.38 -0.86 0.64
O -0.90 1.36 -0.16
C 0.38 -1.68 1.49
O 0.07 0.93 0.45
C -1.25 -0.16 -0.52
C 1.00 0.82 -0.32
C -0.11 -1.42 1.03
H 0.08 0.48 -0.64
H 0.33 -0.40 0.01
H 0.14 0.00 -0.08
H -0.21 0.15 0.43
H -0.31 0.13 -0.08
H 0.62 -0.02 -1.20
O -0.59 -0.65 0.03
C 0.96 0.40 -1.80
O 1.31 0.21 0.14
C -0.19 0.19 1.40
C -0.71 -0.48 0.56
C -1.54 -0.58 0.75
H 0.44 0.01 -0.39
H -0.44 0.20 -0.37
H 0.28 -0.01 -0.42
H 0.00 -0.35 0.05
H -0.39 0.36 -0.67
H 0.18 0.26 0.11
H 0.17 -0.07 0.14
H 0.18 0.12 0.00
O 0.43 0.10 -0.85
C -0.75 -0.01 1.12
O -0.02 0.13 -0.56
C -0.19 1.07 -0.95
C 0.67 -1.27 0.84
C 1.14 1.07 0.10
H 0.38 0.01 0.68
H 0.17 -0.76 0.28
H -0.40 0.27 -0.70
H 0.08 0.19 -0.53
H -0.77 0.74 0.49
H -0.30 -0.21 -0.48
H -0.73 -0.75 0.25
H 0.27 -0.53 0.31
O -1.26 0.18 0.76
C 1.39 -0.19 -0.40
O 0.31 -0.43 0.43
C -0.64 0.74 -0.46
C 0.09 -0.06 0.46
C 0.42 0.14 -0.81
H 0.37 -0.22 0.14
H -0.38 0.05 -0.01
H -0.14 -0.25 -0.73
H -0.22 0.13 0.22
H 0.22 0.15 0.30
H 0.02 0.04 -0.45
H 0.00 -0.15 0.24
H -0.18 -0.05 0.36
O 0.20 0.03 -1.61
C -1.63 -1.80 1.69
O 0.91 1.19 1.45
C 0.15 -0.62 -0.09
C -0.32 -0.12 -0.29
C 1.38 0.45 0.06
H 0.21 0.19 -0.11
H -0.44 0.40 -0.13
H 0.92 -0.09 0.33
H -0.18 0.02 -0.21
H -0.18 -0.01 0.04
H -0.17 0.01 -0.21
H -0.11 -0.01 -0.43
H -0.29 0.23 -0.51
O -0.89 -0.48 0.34
C 0.14 1.12 -0.52
O -0.95 -0.85 0.23
C 0.36 -0.72 -0.95
C 0.17 -0.06 1.27
C 1.30 -0.49 -1.07
H 0.07 0.73 -0.02
H -0.02 -0.31 0.19
H 0.31 0.12 -0.38
H 0.23 0.29 0.58
H 0.24 0.01 -0.24
H -0.61 -0.05 0.30
H -0.19 0.34 0.23
H -0.13 0.33 0.44
O -0.88 0.59 0.33
C 1.35 -1.27 -0.89
O -0.20 0.30 0.27
C 0.06 -0.46 0.06
C -1.05 0.13 -0.71
C -0.15 1.10 -0.57
H -0.02 -0.37 0.69
H -0.11 0.12 -0.39
H 0.02 0.51 -0.11
H 0.30 0.04 0.01
H 0.56 -0.16 0.77
H 0.42 -0.09 0.26
H -0.18 -0.54 0.12
H -0.09 -0.19 0.21
O -0.06 -0.54 -0.20
C 0.31 0.83 -0.13
O 0.25 -0.52 0.10
C 0.29 -1.35 0.74
C -0.43 1.16 0.26
C -0.82 2.29 0.73
H 0.13 0.38 0.03
H 0.16 0.17 -0.39
H 0.08 0.12 -0.26
H -0.35 -0.75 -0.31
H 0.22 -0.01 0.36
H -0.86 -1.05 -0.47
H 0.36 0.18 -0.17
H 0.56 -0.87 -0.31
O -0.29 0.31 -0.51
C 1.97 -0.19 -1.51
O -0.78 -0.39 1.88
C 0.54 -0.88 -0.47
C 1.09 1.69 0.21
C -1.30 -0.58 1.43
H -0.29 -0.20 -0.03
H -0.47 0.30 -0.08
H -0.13 -0.37 -0.08
H -0.20 -0.16 0.43
H -0.21 -0.17 -0.22
H 0.13 0.29 -0.07
H 0.00 0.41 -0.46
H -0.04 0.07 -0.43

Values from the calculation:
- Kohn-Sham gap (eV) = 10.3
- total energy (eV) = -117027.4147

Among the records above, which one has the lowest Kohn-Sham gap?
C4H10N2O

Which of these has the highest total energy?
C4H10N2O

Which of these has the lowest total energy?
C56H100O28

Which of these has the lowest total energy?
C56H100O28